#P
17
Properties=species:S:1:pos:R:3 method="wB97M-V/def2-TZVPD" orbital_gap_ev=7.223 charge=-1 homo_energy_ev=-3.27
O -0.7069 1.0814 2.5781
C 0.0854 0.7057 1.5746
N 1.5340 0.5330 1.7702
C -0.2003 0.3422 0.0903
C -1.6338 0.2761 -0.4637
N 0.9320 -0.0857 -0.6499
C 0.4094 -1.3070 -1.4148
O -0.1286 -1.0341 -2.5688
H 1.7550 0.1510 2.6886
H 1.7742 -0.1389 1.0180
H -0.2214 1.5556 0.6268
H -1.5930 0.4124 -1.5736
H -2.1079 1.1836 -0.1247
H -2.2804 -0.6142 -0.2068
H 1.2195 0.7497 -1.2325
H -0.2280 -1.8147 -0.6112
H 1.3907 -1.9962 -1.5006


#Q
17
Properties=species:S:1:pos:R:3 method="wB97M-V/def2-TZVPD" orbital_gap_ev=6.602 charge=-1 homo_energy_ev=-3.53
O 2.0914 -0.4345 1.2822
C 0.8377 -0.6388 0.9280
N -0.1710 -0.1909 1.9140
C 0.5279 0.1080 -0.4212
C 1.5977 0.2129 -1.4815
N -0.6883 0.3101 -1.0844
C -2.1216 0.3205 -0.3410
O -2.4917 -0.8231 0.1832
H 0.2147 -0.1465 2.8426
H -1.1415 -0.5486 1.7625
H 0.5408 -1.6984 0.7266
H 1.6506 1.2331 -1.8613
H 1.3856 -0.5039 -2.2772
H 2.5240 -0.1537 -1.0388
H -0.1074 1.1567 -0.3339
H -2.7617 0.6662 -1.1810
H -1.8872 1.1310 0.3811


#R
17
Properties=species:S:1:pos:R:3 method="wB97M-V/def2-TZVPD" orbital_gap_ev=7.699 charge=-1 homo_energy_ev=-4.01
N 0.0052 2.1769 2.1394
C 0.7008 1.0765 1.4564
C -0.1777 0.4497 0.3709
N 0.5710 -0.5258 -0.4073
C 0.0486 -0.7602 -1.7612
C -0.5203 -2.2076 -1.9186
O -0.7213 -2.5503 -3.1017
O -0.6450 -2.8699 -0.8644
H -0.9387 2.2433 1.7804
H -0.1059 2.0382 3.1454
H 1.5934 1.4569 0.9709
H 1.0648 0.3266 2.1607
H -1.0969 0.0301 0.8089
H -0.3829 1.2878 -0.3028
H 0.4695 -1.4386 0.0325
H 0.8533 -0.7086 -2.4881
H -0.7179 -0.0250 -2.0214


Result of the stability comparison: #R is the most stable of them.


#P
107
Properties=species:S:1:pos:R:3 method="wB97M-V/def2-TZVPD" orbital_gap_ev=7.152 homo_energy_ev=-7.13
Zn -0.3453 -0.3109 0.1424
C 7.4245 0.1176 0.0702
O 7.4232 1.5070 -0.1994
C 6.5092 2.2745 0.4420
C 5.6582 1.8127 1.4394
C 4.7410 2.6720 2.0215
C 4.6814 4.0089 1.6428
C 5.5692 4.4746 0.6698
C 6.4569 3.6164 0.0610
N 3.9005 4.9796 2.3168
N 2.7968 4.7321 2.8088
C 2.0533 3.5616 2.5303
C 1.4434 2.9361 3.5949
C 0.6450 1.7982 3.4434
C 0.3787 1.2721 2.1904
O -0.3518 0.2005 2.0022
C 0.9270 1.9768 1.0577
N 0.5971 1.4896 -0.1680
C 1.0573 2.0739 -1.2467
C 1.8395 3.2336 -1.1872
C 2.1756 3.7540 0.0323
C 1.7580 3.1092 1.2151
H 8.2325 -0.2979 -0.5258
H 6.4792 -0.3428 -0.2288
H 7.6170 -0.0869 1.1262
H 5.6824 0.7811 1.7599
H 4.0946 2.3036 2.8070
H 5.5342 5.5201 0.3905
H 7.1335 3.9599 -0.7102
H 1.6449 3.3241 4.5863
H 0.2296 1.3037 4.3119
H 0.7912 1.6243 -2.1954
H 2.1786 3.6945 -2.1041
H 2.7530 4.6675 0.0886
C -3.0648 -3.5676 0.1056
C -3.6014 -2.2918 0.7593
P -3.1123 -0.7153 -0.0926
C -4.1781 -0.8877 -1.5729
C -5.5703 -0.9312 -1.4966
C -6.3319 -1.0471 -2.6487
C -5.7129 -1.1644 -3.8867
C -4.3293 -1.1741 -3.9684
C -3.5683 -1.0245 -2.8172
C -3.9878 0.4680 0.9976
C -3.4928 0.5647 2.3012
C -3.9399 1.5584 3.1571
C -4.8964 2.4674 2.7258
C -5.4085 2.3678 1.4414
C -4.9505 1.3830 0.5772
C -1.6610 -3.9373 0.5789
P -0.3311 -2.8091 -0.0598
C 1.0254 -3.3448 1.0358
C 2.1576 -4.0434 0.6306
C 3.1828 -4.2851 1.5365
C 3.0937 -3.8228 2.8399
C 1.9663 -3.1243 3.2503
C 0.9358 -2.8941 2.3547
C -0.0893 -3.5243 -1.7151
C 0.1929 -4.8747 -1.8982
C 0.3514 -5.3884 -3.1764
C 0.1967 -4.5669 -4.2827
C -0.0970 -3.2226 -4.1077
C -0.2253 -2.7043 -2.8309
H -3.0756 -3.4724 -0.9861
H -3.7390 -4.3897 0.3556
H -3.2645 -2.2310 1.7971
H -4.6927 -2.3104 0.7604
H -6.0611 -0.8733 -0.5330
H -7.4123 -1.0498 -2.5804
H -6.3123 -1.2573 -4.7830
H -3.8429 -1.2927 -4.9282
H -2.4871 -1.0262 -2.8792
H -2.7184 -0.1167 2.6312
H -3.5276 1.6330 4.1552
H -5.2343 3.2567 3.3851
H -6.1550 3.0751 1.1013
H -5.3379 1.3454 -0.4320
H -1.4173 -4.9509 0.2558
H -1.6162 -3.9190 1.6704
H 2.2562 -4.3727 -0.3947
H 4.0571 -4.8373 1.2152
H 3.9089 -3.9919 3.5318
H 1.8997 -2.7398 4.2600
H 0.0663 -2.3254 2.6672
H 0.3116 -5.5285 -1.0425
H 0.6066 -6.4320 -3.3097
H 0.3149 -4.9750 -5.2781
H -0.2050 -2.5757 -4.9692
H -0.3878 -1.6450 -2.6830
Br -4.6741 5.9681 -1.3562
C -3.6083 4.4140 -1.1708
C -2.8792 4.2091 -0.0145
C -2.1538 3.0327 0.0884
N -2.1040 2.1107 -0.8707
C -2.7829 2.3505 -1.9896
C -3.5638 3.4799 -2.1890
H -2.8696 4.9331 0.7874
H -1.5948 2.8216 0.9935
H -2.7086 1.6019 -2.7705
H -4.1156 3.6150 -3.1082
Cl 4.1754 0.6994 -1.3994
C 3.7527 -0.7636 -0.4711
Cl 3.3595 -0.3698 1.2077
C 2.5906 -1.4715 -1.2197
O 2.9466 -2.2930 -2.0519
O 1.4055 -1.1375 -0.9060
H 4.6267 -1.4031 -0.4704


#Q
107
Properties=species:S:1:pos:R:3 method="wB97M-V/def2-TZVPD" orbital_gap_ev=7.365 homo_energy_ev=-7.20
Zn 0.6222 -0.1705 -0.1821
C 7.3075 3.6958 -1.2582
O 6.8037 4.7310 -0.4305
C 6.2375 4.3656 0.7476
C 6.1566 3.0538 1.2019
C 5.5380 2.7808 2.4134
C 5.0211 3.8105 3.1871
C 5.1563 5.1253 2.7498
C 5.7305 5.4051 1.5276
N 4.4850 3.6532 4.5194
N 3.7566 2.6997 4.8305
C 3.2396 1.7976 3.8299
C 3.4196 0.4593 4.0443
C 2.9154 -0.5182 3.1696
C 2.1462 -0.1655 2.0790
O 1.6079 -1.0357 1.2657
C 1.8840 1.2428 1.8932
N 1.0546 1.5660 0.8637
C 0.7508 2.8157 0.6308
C 1.2067 3.8565 1.4536
C 2.0212 3.5603 2.5076
C 2.4167 2.2218 2.7492
H 7.6899 4.1811 -2.1516
H 6.5151 2.9950 -1.5311
H 8.1202 3.1554 -0.7654
H 6.5419 2.2332 0.6150
H 5.4736 1.7558 2.7470
H 4.7950 5.9239 3.3862
H 5.8198 6.4203 1.1651
H 3.9920 0.1562 4.9132
H 3.1036 -1.5682 3.3524
H 0.1069 3.0144 -0.2170
H 0.9078 4.8738 1.2441
H 2.3583 4.3476 3.1654
C -1.4178 -3.4677 -1.6791
C -1.5496 -3.2397 -0.1686
P -1.6859 -1.4794 0.3738
C -3.3465 -1.0570 -0.2433
C -4.4953 -1.7626 0.1174
C -5.7244 -1.4291 -0.4268
C -5.8214 -0.3935 -1.3497
C -4.6852 0.3029 -1.7293
C -3.4558 -0.0281 -1.1735
C -1.8831 -1.7290 2.1757
C -0.7918 -2.2628 2.8636
C -0.8212 -2.3840 4.2450
C -1.9353 -1.9676 4.9609
C -3.0182 -1.4230 4.2866
C -2.9883 -1.2978 2.9053
C 0.0195 -3.3839 -2.1847
P 0.7004 -1.6721 -2.2103
C 2.4628 -1.9811 -2.5325
C 3.1219 -1.5573 -3.6806
C 4.4857 -1.7816 -3.8220
C 5.1960 -2.4252 -2.8202
C 4.5444 -2.8323 -1.6631
C 3.1875 -2.6002 -1.5142
C -0.0287 -1.0272 -3.7470
C 0.0808 -1.7231 -4.9507
C -0.5239 -1.2424 -6.1013
C -1.2595 -0.0658 -6.0572
C -1.3769 0.6329 -4.8658
C -0.7545 0.1586 -3.7214
H -2.0587 -2.7742 -2.2346
H -1.8014 -4.4653 -1.9035
H -0.6932 -3.6759 0.3528
H -2.4378 -3.7462 0.2156
H -4.4307 -2.5826 0.8229
H -6.6093 -1.9794 -0.1345
H -6.7828 -0.1356 -1.7745
H -4.7502 1.0996 -2.4589
H -2.5685 0.5191 -1.4697
H 0.1074 -2.5451 2.3294
H 0.0370 -2.7927 4.7629
H -1.9535 -2.0549 6.0396
H -3.8864 -1.0797 4.8354
H -3.8311 -0.8420 2.4023
H 0.0929 -3.7850 -3.1968
H 0.6743 -3.9918 -1.5553
H 2.5855 -1.0198 -4.4526
H 4.9913 -1.4451 -4.7181
H 6.2596 -2.5925 -2.9309
H 5.0982 -3.3104 -0.8653
H 2.6983 -2.8772 -0.5856
H 0.6476 -2.6457 -4.9984
H -0.4178 -1.7845 -7.0319
H -1.7301 0.3123 -6.9557
H -1.9298 1.5626 -4.8328
H -0.7837 0.7414 -2.8113
Br -4.1219 2.9125 5.6714
C -3.1699 2.3168 4.1567
C -1.9127 1.7618 4.3050
C -1.2744 1.3080 3.1616
N -1.7954 1.3887 1.9397
C -2.9979 1.9461 1.8239
C -3.7356 2.4221 2.8983
H -1.4453 1.6678 5.2745
H -0.2983 0.8387 3.2413
H -3.4106 2.0073 0.8223
H -4.7151 2.8547 2.7541
Cl 3.5551 3.4829 -1.2063
C 3.7095 1.8422 -1.8980
Cl 4.2350 0.7023 -0.6432
C 2.3701 1.4519 -2.5771
O 2.2812 1.7525 -3.7593
O 1.5079 0.8749 -1.8500
H 4.4901 1.8901 -2.6484


Result of the stability comparison: #Q is the most stable of them.


#P
9
Properties=species:S:1:pos:R:3 method="wB97M-V/def2-TZVPD" orbital_gap_ev=11.348 homo_energy_ev=-10.57
C 0.9094 0.3314 0.2576
C -0.5392 -0.3266 0.6562
C -0.2941 0.2084 -0.6321
H 1.4498 1.2365 0.7028
H -0.8992 -1.4270 0.3965
H -1.3625 0.2784 1.0801
H -0.3369 -0.6880 -1.4531
F -1.0981 1.3930 -0.7790
Cl 2.1708 -1.0061 -0.2291


#Q
9
Properties=species:S:1:pos:R:3 method="wB97M-V/def2-TZVPD" orbital_gap_ev=8.209 homo_energy_ev=-9.36
C -0.3911 -0.7169 0.6325
C 0.2888 -1.5068 -0.1840
C -3.6090 -0.6938 0.9003
F 1.4446 -1.1077 -0.9025
Cl -4.3802 0.5666 0.1101
H -0.0469 0.2721 1.0431
H -1.2878 -1.0179 0.9935
H -0.0961 -2.4399 -0.4471
H -3.4042 -0.3896 1.9486


#R
9
Properties=species:S:1:pos:R:3 method="wB97M-V/def2-TZVPD" orbital_gap_ev=10.681 homo_energy_ev=-9.75
C -0.2886 1.1732 0.0122
C -0.2527 -0.3178 0.0189
C 0.7569 -1.1080 -0.0265
H -0.9441 1.4197 0.9039
H 0.7787 1.3593 -0.0404
H -0.8281 1.4789 -0.8356
H 0.5560 -2.1371 -0.1217
F 2.0959 -0.8699 0.0597
Cl -1.8739 -0.9983 0.0296


Result of the stability comparison: #R is the most stable of them.